{
  "formula": "C16H48N4O6",
  "method": "ωB97M-V/def2-TZVPD",
  "smiles": "COC[C@H](C)N.COC[C@H](C)N.COC[C@H](C)N.COC[C@H](C)N.O.O",
  "charge": 0,
  "e_above_lowest_kcal_mol": 8.7,
  "e_homo_ev": -9.1,
  "multiplicity": 1,
  "homo_lumo_gap_ev": 9.472,
  "species": ["C", "O", "C", "C", "C", "N", "H", "H", "H", "H", "H", "H", "H", "H", "H", "H", "H", "C", "O", "C", "C", "C", "N", "H", "H", "H", "H", "H", "H", "H", "H", "H", "H", "H", "C", "O", "C", "C", "C", "N", "H", "H", "H", "H", "H", "H", "H", "H", "H", "H", "H", "C", "O", "C", "C", "C", "N", "H", "H", "H", "H", "H", "H", "H", "H", "H", "H", "H", "O", "H", "H", "O", "H", "H"],
  "xyz": [[-0.2370, -3.7191, 3.9290], [1.0587, -3.1752, 3.9353], [1.1294, -1.8110, 3.6060], [2.4517, -1.2044, 4.0613], [2.9259, -1.7207, 5.4167], [2.3707, 0.2716, 4.1277], [-0.5742, -3.9623, 2.9139], [-0.9526, -3.0344, 4.3980], [-0.2088, -4.6326, 4.5229], [1.0392, -1.7067, 2.5091], [0.2644, -1.2584, 4.0009], [3.2233, -1.4086, 3.3150], [2.7529, -2.7940, 5.4980], [2.3567, -1.2521, 6.2214], [3.9883, -1.5227, 5.5339], [1.6877, 0.5384, 4.8384], [1.8376, 0.5527, 3.2993], [1.9818, -2.2569, -2.2460], [2.6271, -3.3045, -1.5828], [2.4335, -3.3396, -0.1979], [3.1170, -4.5984, 0.3429], [3.0643, -4.7004, 1.8462], [4.5322, -4.6764, -0.0897], [1.8908, -2.5607, -3.2914], [2.6058, -1.3523, -2.2707], [1.0038, -2.0241, -1.8169], [2.8491, -2.4580, 0.3153], [1.3639, -3.4426, 0.0595], [2.5834, -5.4479, -0.0946], [3.5094, -5.6599, 2.1255], [2.0436, -4.8120, 2.2173], [3.5643, -3.8923, 2.3761], [4.6385, -4.1837, -0.9702], [5.0993, -4.1790, 0.5892], [-1.8279, 3.5948, -5.4479], [-1.3824, 2.9685, -4.2613], [-1.6973, 1.5916, -4.2344], [-1.2625, 1.0717, -2.8961], [0.2307, 0.9633, -2.7126], [-1.8613, -0.2211, -2.4739], [-2.9020, 3.4430, -5.5944], [-1.2758, 3.2069, -6.3123], [-1.6282, 4.6588, -5.3483], [-2.7629, 1.4339, -4.4430], [-1.1347, 1.0940, -5.0473], [-1.5891, 1.7832, -2.1320], [0.6520, 0.1359, -3.3004], [0.5217, 0.8498, -1.6699], [0.7526, 1.8426, -3.0984], [-1.3071, -0.9533, -2.9165], [-2.8059, -0.3604, -2.8179], [-5.2168, 4.5142, -1.3213], [-4.1205, 3.7798, -1.7960], [-2.8638, 4.2744, -1.3349], [-2.5578, 3.8319, 0.0911], [-1.1315, 4.1807, 0.4867], [-2.7958, 2.4043, 0.3216], [-5.0997, 5.5939, -1.5042], [-5.3514, 4.4224, -0.2357], [-6.1031, 4.1683, -1.8463], [-2.1108, 3.9143, -2.0358], [-2.8981, 5.3720, -1.3877], [-3.2079, 4.3682, 0.7927], [-0.9493, 5.2541, 0.4413], [-0.4112, 3.6507, -0.1474], [-0.9286, 3.8336, 1.5001], [-2.0357, 1.8555, -0.0651], [-3.6485, 2.1307, -0.1540], [-0.9411, -0.8299, 0.1943], [-0.3687, -1.5581, -0.0617], [-1.3675, -0.5404, -0.6362], [0.4036, 1.2081, 1.6531], [-0.2447, 0.6603, 1.1815], [1.2079, 1.1358, 1.1321]],
  "atomic_forces_ev_per_a": [[-0.007, -0.004, 0.054], [0.049, -0.199, 0.395], [-0.293, -0.060, -0.742], [0.184, 0.599, 0.637], [-0.235, -0.394, -0.273], [-0.832, -0.059, -0.646], [-0.055, 0.083, 0.004], [-0.030, 0.001, -0.096], [0.016, -0.042, -0.090], [0.039, 0.124, 0.080], [0.158, -0.045, 0.343], [-0.035, -0.233, -0.028], [0.140, 0.021, -0.039], [0.082, 0.121, 0.039], [-0.011, 0.151, 0.172], [0.317, -0.240, 0.333], [0.414, 0.210, -0.110], [0.522, 0.237, -0.568], [-0.087, -0.214, -0.072], [-0.028, -0.545, 0.918], [0.699, 0.346, -0.540], [-0.554, -1.024, 0.190], [-0.408, 0.168, 0.169], [-0.297, -0.023, 0.079], [-0.166, 0.069, 0.338], [-0.068, -0.026, -0.040], [-0.065, 0.106, -0.180], [0.012, 0.313, -0.158], [0.065, -0.039, 0.002], [0.368, 0.210, 0.035], [-0.039, 0.483, -0.058], [-0.002, 0.119, -0.055], [0.013, -0.151, -0.061], [0.056, -0.027, -0.023], [0.209, -0.070, 0.101], [-0.250, 0.060, -0.011], [0.533, 0.166, -0.819], [-0.472, -0.272, 1.602], [0.837, 0.133, -0.737], [0.526, -0.146, -0.668], [0.001, -0.013, -0.028], [-0.108, 0.019, -0.051], [0.002, 0.016, 0.002], [-0.074, 0.004, 0.278], [-0.141, -0.119, 0.104], [-0.229, 0.210, -0.335], [-0.159, -0.115, 0.163], [-0.137, -0.151, 0.054], [-0.250, 0.142, 0.110], [-0.163, -0.094, 0.069], [-0.072, 0.275, 0.109], [-0.051, 0.488, 0.316], [0.315, -0.100, -0.192], [-0.439, 0.220, 0.044], [0.133, -0.107, 0.461], [0.102, -0.283, 0.046], [0.005, 0.184, -0.063], [0.056, -0.129, -0.193], [-0.092, -0.235, -0.079], [-0.052, -0.077, 0.075], [0.000, -0.064, 0.000], [0.211, -0.016, -0.001], [-0.134, 0.016, -0.169], [0.042, 0.004, -0.114], [-0.044, 0.179, -0.112], [-0.094, 0.061, 0.018], [-0.015, -0.025, 0.026], [0.038, -0.093, -0.031], [-0.050, 0.161, 0.113], [0.048, -0.039, 0.064], [-0.123, -0.171, -0.209], [0.047, 0.176, 0.063], [0.110, -0.248, 0.073], [0.010, 0.022, -0.088]],
  "mulliken_charge": [-0.775, -0.356, -0.317, 0.610, -1.403, -0.778, 0.235, 0.353, 0.261, 0.115, 0.513, -0.010, 0.306, 0.355, 0.381, 0.342, 0.188, -0.526, -0.405, -0.366, 0.513, -1.418, -0.750, 0.343, 0.317, 0.032, 0.258, 0.245, 0.259, 0.378, 0.310, 0.282, 0.293, 0.264, -0.855, -0.251, -1.034, 2.542, -1.461, -0.594, 0.333, 0.315, 0.255, 0.440, 0.373, -1.580, 0.444, 0.191, 0.447, 0.270, 0.228, -0.787, -0.311, -0.732, 0.567, -1.486, -0.531, 0.335, 0.299, 0.259, 0.265, 0.496, 0.455, 0.441, 0.200, 0.334, -0.213, 0.405, -0.700, 0.291, 0.274, -0.583, 0.319, 0.292]
}